No. 1
Here is a single C19H17N3O2S2 molecule at a distorted geometry from the Open Molecules 2025 dataset. Energies are from wB97M-V/def2-TZVPD.

Last column: natural (NBO) charge in e.
Cartesian coordinates (Å):
O -0.6737 -1.3587 3.9873  -1.0060
N 2.2966 1.6377 -4.5174  -0.4759
N 2.5692 1.0906 -0.9096  -0.4098
O 3.7525 2.5953 -3.1876  -0.3699
S 2.0285 1.1315 1.8515  0.3674
C 2.8078 1.6675 -3.3152  0.4662
C 2.9298 2.5852 -5.2118  -0.0915
C 3.9553 3.0539 -4.4608  0.0394
C 0.2076 -0.4913 1.1769  0.2683
C 0.6354 0.2009 2.2782  -0.5889
C 1.9229 0.5408 0.1427  0.1049
C 2.2804 0.8097 -2.1577  0.1591
C -2.3325 -3.4967 -2.2737  -0.2109
C -1.2464 -3.9090 -1.4737  -0.1985
C -2.5561 -2.1482 -2.6617  -0.1931
C -0.2276 -2.9228 -1.2709  -0.1941
C -1.6013 -1.1601 -2.4280  -0.1901
C 1.1917 0.0142 -2.4452  -0.2095
C 0.8700 -0.2577 -0.0697  -0.1732
C -0.5045 -1.5679 -1.6952  -0.1180
C 0.5053 -0.6614 -1.3876  0.0381
N -0.6144 -1.6100 1.1270  -0.8544
S 0.1095 -0.0970 4.0098  1.2906
C -1.1108 2.4913 4.0230  -0.6379
C -1.8342 0.7402 5.6449  -0.6318
C -1.3846 1.0380 4.2044  -0.3677
H 2.7085 2.7253 -6.2750  0.2160
H 4.5172 3.8789 -4.7090  0.2039
H -3.0927 -4.0317 -2.7205  0.2167
H -1.1540 -4.8165 -0.9860  0.2206
H -3.4838 -1.9426 -3.1897  0.2160
H 0.7142 -3.2232 -0.7489  0.2438
H -1.6930 -0.0527 -2.5352  0.2330
H 0.7224 0.0611 -3.4286  0.2485
H -0.9849 -1.8847 0.1949  0.4070
H -0.9980 -2.0838 1.9772  0.4366
H -1.3385 2.7468 2.9956  0.2245
H -0.0380 2.7622 4.2094  0.2119
H -1.6711 3.0572 4.7583  0.2169
H -2.2477 -0.2833 5.6978  0.2403
H -1.0337 0.9379 6.4110  0.2130
H -2.6694 1.4776 5.8125  0.2109
H -2.2341 0.7555 3.5561  0.2276

LUMO energy in eV: -0.22
HOMO-LUMO gap in eV: 7.3
Multiplicity: 1
Total energy in Eh: -1845.217897
HOMO in eV: -7.54
Maximum force in eV/Å: 5.4

---

No. 2
Here is a single C19H17NO2 molecule from the Open Molecules 2025 dataset. Energies are from wB97M-V/def2-TZVPD.

Last column: natural (NBO) charge in e.
Cartesian coordinates (Å):
C -0.3142 -2.8546 -4.7695  -0.6375
C -1.8166 -2.6816 -4.5678  -0.0645
O -2.2437 -1.3472 -4.7707  -0.4910
C -2.0427 -0.4181 -3.8038  0.3161
C -2.4665 0.8772 -4.1167  -0.2336
C -2.3402 1.8965 -3.1969  -0.1915
C -1.7718 1.6615 -1.9551  -0.2636
C -1.3329 0.3815 -1.6387  -0.0421
C -0.7288 0.0226 -0.3199  0.6498
O -0.8458 -1.0881 0.1574  -0.6015
N -0.0293 1.0423 0.2581  -0.5924
C 0.6420 1.0625 1.4831  0.1323
C 1.3502 2.2431 1.8029  -0.2434
C 2.0273 2.3518 2.9811  -0.1534
C 2.0385 1.2899 3.9102  -0.1178
C 2.7277 1.3691 5.1367  -0.1686
C 2.7152 0.3194 6.0125  -0.2236
C 2.0127 -0.8549 5.6991  -0.2118
C 1.3351 -0.9618 4.5172  -0.2062
C 1.3279 0.1033 3.5912  0.0341
C 0.6349 0.0122 2.3687  -0.1965
C -1.4814 -0.6552 -2.5558  -0.3013
H -0.0519 -3.9043 -4.6716  0.2172
H -0.0333 -2.5109 -5.7620  0.2148
H 0.2469 -2.2821 -4.0352  0.2132
H -2.3601 -3.2551 -5.3240  0.1941
H -2.1219 -3.0380 -3.5772  0.1761
H -2.9051 1.0510 -5.0865  0.2244
H -2.6904 2.8868 -3.4473  0.2169
H -1.7144 2.4669 -1.2372  0.2091
H 0.0513 1.8945 -0.2789  0.4012
H 1.3480 3.0633 1.0971  0.2053
H 2.5663 3.2580 3.2182  0.2113
H 3.2666 2.2762 5.3720  0.2073
H 3.2452 0.3858 6.9515  0.2127
H 2.0133 -1.6745 6.4030  0.2131
H 0.7931 -1.8632 4.2709  0.2105
H 0.0987 -0.8916 2.1320  0.2409
H -1.1499 -1.6342 -2.2480  0.2399

LUMO energy in eV: 0.49
HOMO-LUMO gap in eV: 8.5
Multiplicity: 1
Total energy in Eh: -939.489714
HOMO in eV: -7.97
Maximum force in eV/Å: 0.6